[1]
{
  "formula": "C34H29Br2IO5PS",
  "method": "the ωB97M-V functional and the def2-TZVPD basis",
  "species": ["C", "C", "Br", "C", "S", "C", "C", "C", "Br", "P", "O", "I", "H", "H", "H", "H", "H", "H", "H", "H", "H", "H", "H", "H", "H", "C", "C", "C", "C", "C", "C", "C", "O", "C", "C", "C", "C", "C", "C", "C", "O", "H", "H", "H", "H", "H", "H", "H", "H", "C", "C", "C", "C", "C", "C", "C", "O", "C", "C", "C", "C", "C", "C", "C", "O", "H", "H", "H", "H", "H", "H", "H", "H"],
  "positions_angstrom": [[5.00, 2.02, -2.01], [5.29, 3.09, -3.08], [6.14, 4.66, -2.24], [4.05, 3.62, -3.83], [2.60, 3.47, -2.70], [1.27, 2.62, -3.72], [0.84, 1.33, -2.99], [-0.40, 0.80, -3.75], [-0.01, -0.89, -4.67], [1.94, 5.46, -2.12], [0.28, 5.47, -2.27], [2.28, 5.35, 0.33], [4.75, 2.46, -1.06], [5.94, 1.51, -1.85], [4.30, 1.27, -2.34], [5.99, 2.64, -3.76], [3.88, 2.98, -4.69], [4.21, 4.65, -4.14], [1.72, 2.38, -4.67], [0.47, 3.34, -3.79], [1.65, 0.62, -3.03], [0.63, 1.57, -1.96], [-1.22, 0.60, -3.09], [-0.72, 1.56, -4.44], [-0.09, 4.70, -1.84], [2.04, -5.39, -0.75], [2.03, -5.84, 0.57], [1.91, -4.93, 1.61], [1.81, -3.57, 1.34], [1.85, -3.12, 0.01], [1.96, -4.04, -1.03], [1.80, -1.67, -0.29], [1.82, -1.27, -1.45], [1.71, -0.71, 0.84], [1.71, 0.65, 0.57], [1.62, 1.56, 1.60], [1.52, 1.12, 2.92], [1.53, -0.24, 3.19], [1.63, -1.16, 2.16], [1.67, -2.61, 2.46], [1.58, -3.00, 3.61], [2.13, -6.10, -1.56], [2.11, -6.89, 0.78], [1.89, -5.28, 2.63], [1.97, -3.69, -2.05], [1.79, 0.99, -0.45], [1.63, 2.61, 1.36], [1.44, 1.83, 3.72], [1.45, -0.58, 4.21], [-5.45, 0.15, 5.46], [-6.60, 0.46, 4.73], [-6.62, 0.28, 3.36], [-5.49, -0.21, 2.70], [-4.34, -0.51, 3.43], [-4.33, -0.33, 4.81], [-3.11, -0.99, 2.75], [-2.11, -1.25, 3.38], [-3.14, -1.14, 1.27], [-1.98, -1.54, 0.61], [-1.99, -1.69, -0.76], [-3.16, -1.46, -1.49], [-4.31, -1.06, -0.83], [-4.30, -0.89, 0.55], [-5.54, -0.43, 1.23], [-6.55, -0.22, 0.61], [-5.44, 0.29, 6.53], [-7.47, 0.85, 5.23], [-7.51, 0.52, 2.79], [-3.44, -0.57, 5.38], [-1.08, -1.72, 1.17], [-1.09, -2.00, -1.28], [-3.16, -1.59, -2.56], [-5.22, -0.88, -1.39]],
  "mulliken_charge": [-1.41, -0.02, -0.10, -0.95, 0.50, -1.36, 0.02, -0.88, -0.14, 0.12, -0.42, 0.09, 0.47, 0.45, 0.29, 0.50, 0.35, 0.59, 0.40, 0.77, 0.40, 0.10, 0.41, 0.54, 0.35, -0.63, -0.50, -0.66, 0.21, 0.43, -0.59, 0.46, -0.60, 0.40, -0.20, -0.32, -0.76, -0.77, 0.29, 0.60, -0.66, 0.43, 0.42, 0.50, 0.50, 0.38, 0.02, 0.44, 0.54, -0.51, -0.50, -0.54, 0.14, 0.13, -0.50, 0.54, -0.66, -0.20, -0.26, -0.57, -0.84, -0.67, 0.43, 0.53, -0.66, 0.41, 0.41, 0.48, 0.50, 0.64, 0.65, 0.51, 0.50],
  "orbital_gap_ha": 0.2661,
  "total_charge": 1,
  "homo_ev": -11.35,
  "multiplicity": 1,
  "lumo_energy_ev": -4.109
}

[2]
{
  "formula": "C34H29Br4Cl2N2O2ReTe",
  "method": "the ωB97M-V functional and the def2-TZVPD basis",
  "species": ["Re", "Br", "C", "C", "Br", "C", "Br", "C", "O", "C", "O", "C", "Br", "Cl", "C", "Cl", "H", "H", "C", "C", "C", "C", "C", "C", "C", "C", "C", "C", "N", "C", "C", "C", "C", "C", "N", "H", "H", "H", "H", "H", "H", "H", "H", "H", "H", "H", "H", "H", "H", "H", "H", "H", "Te", "C", "C", "C", "C", "C", "C", "C", "C", "C", "C", "C", "C", "H", "H", "H", "H", "H", "H", "H", "H", "H", "H"],
  "positions_angstrom": [[-0.75, 0.56, 1.08], [-5.94, -4.22, 1.70], [-4.93, -2.63, 1.80], [-5.45, -1.50, 2.44], [-7.17, -1.55, 3.21], [-4.70, -0.33, 2.49], [-5.34, 1.21, 3.36], [-3.42, -0.26, 1.92], [-2.71, 0.81, 1.92], [-2.87, -1.45, 1.33], [-1.65, -1.37, 0.88], [-3.65, -2.59, 1.24], [-2.93, -4.07, 0.30], [-0.12, -0.25, 3.27], [1.61, -0.01, 3.58], [2.29, 0.98, 2.29], [2.11, -0.98, 3.56], [1.74, 0.50, 4.54], [0.99, 4.17, -2.45], [1.23, 2.78, -1.85], [0.46, 1.68, -2.55], [0.95, 1.20, -3.76], [0.33, 0.15, -4.41], [-0.80, -0.43, -3.87], [-1.33, 0.03, -2.67], [-2.57, -0.63, -2.14], [-3.84, 0.21, -2.30], [-0.70, 1.10, -2.01], [-1.13, 1.55, -0.74], [-1.44, 2.82, -0.59], [-1.23, 3.37, 0.68], [-1.38, 4.64, 1.26], [-0.78, 4.56, 2.51], [-0.29, 3.27, 2.66], [-0.55, 2.54, 1.56], [1.17, 4.94, -1.71], [-0.03, 4.27, -2.80], [1.65, 4.35, -3.29], [1.00, 2.79, -0.79], [2.29, 2.54, -1.95], [1.85, 1.63, -4.17], [0.73, -0.21, -5.35], [-1.27, -1.27, -4.36], [-2.43, -0.84, -1.08], [-2.70, -1.58, -2.66], [-3.81, 1.10, -1.68], [-4.71, -0.38, -2.01], [-3.96, 0.51, -3.34], [-1.74, 3.42, -1.44], [-1.86, 5.49, 0.82], [-0.68, 5.35, 3.24], [0.24, 2.86, 3.50], [0.74, -1.23, -0.42], [2.74, -1.03, -1.18], [3.63, 0.01, -0.93], [4.97, -0.14, -1.27], [5.41, -1.31, -1.87], [4.51, -2.32, -2.15], [3.18, -2.18, -1.81], [1.49, -2.41, 1.21], [0.61, -3.25, 1.89], [1.07, -4.02, 2.94], [2.40, -3.98, 3.31], [3.28, -3.14, 2.63], [2.83, -2.35, 1.59], [3.28, 0.91, -0.46], [5.67, 0.65, -1.05], [6.46, -1.43, -2.12], [4.85, -3.24, -2.62], [2.48, -2.98, -2.02], [-0.42, -3.31, 1.58], [0.38, -4.66, 3.47], [2.77, -4.61, 4.10], [4.32, -3.10, 2.91], [3.53, -1.70, 1.08]],
  "mulliken_charge": [0.34, -0.13, 0.35, 0.20, -0.14, -0.09, -0.10, 0.46, -0.65, -0.32, 0.28, -0.59, -0.13, 0.00, -0.31, -0.05, 0.12, 0.50, -1.62, -0.38, 1.64, -0.48, -1.19, -0.72, 0.49, 0.51, -1.41, -1.57, 1.67, -0.54, 0.10, -1.05, -0.91, -0.37, 0.84, 0.43, 0.35, 0.40, -0.22, 0.53, 0.47, 0.45, 0.51, -0.77, 0.71, 0.24, 0.45, 0.34, 0.68, 0.56, 0.48, 0.39, 0.34, 0.08, 0.00, -0.87, -0.58, -0.71, -0.05, 0.57, -0.11, -0.68, -0.56, -0.63, -0.50, 0.32, 0.44, 0.41, 0.45, 0.43, 0.22, 0.48, 0.41, 0.43, 0.33],
  "orbital_gap_ha": [0.1942, 0.1933],
  "s_squared": 0.7848,
  "total_charge": 1,
  "homo_ev": [-10.44, -10.39],
  "multiplicity": 2,
  "lumo_energy_ev": [-5.159, -5.126]
}

[3]
{
  "formula": "C34H29N5ORuS",
  "method": "the ωB97M-V functional and the def2-TZVPD basis",
  "species": ["Ru", "C", "C", "N", "C", "C", "C", "C", "C", "C", "C", "N", "C", "C", "C", "C", "C", "C", "C", "C", "N", "C", "H", "H", "H", "H", "H", "H", "H", "H", "H", "H", "H", "H", "C", "C", "C", "C", "C", "C", "C", "C", "C", "S", "C", "N", "H", "H", "H", "H", "H", "H", "H", "H", "O", "C", "C", "C", "C", "C", "C", "N", "H", "H", "H", "H", "H", "H", "H", "H", "H"],
  "positions_angstrom": [[-0.80, -0.14, -0.02], [1.82, 0.03, -3.56], [0.71, 0.20, -2.72], [0.81, 0.14, -1.41], [2.01, -0.11, -0.81], [3.15, -0.35, -1.59], [3.03, -0.25, -3.00], [4.37, -0.71, -0.96], [4.37, -0.86, 0.40], [3.23, -0.59, 1.19], [2.03, -0.16, 0.63], [0.85, 0.20, 1.26], [0.73, 0.60, 2.59], [1.75, 0.70, 3.53], [1.56, 1.21, 4.83], [0.36, 1.71, 5.24], [-0.70, 1.72, 4.32], [-1.93, 2.37, 4.60], [-2.91, 2.47, 3.65], [-2.70, 1.81, 2.44], [-1.60, 1.14, 2.19], [-0.55, 1.14, 3.04], [1.69, 0.10, -4.63], [-0.28, 0.37, -3.12], [3.90, -0.42, -3.61], [5.25, -0.91, -1.55], [5.27, -1.18, 0.90], [3.32, -0.79, 2.23], [2.75, 0.43, 3.28], [2.41, 1.22, 5.50], [0.22, 2.13, 6.23], [-2.07, 2.81, 5.58], [-3.82, 3.01, 3.83], [-3.46, 1.77, 1.66], [0.26, 3.01, 0.25], [-0.95, 2.87, -0.63], [-1.44, 4.06, -1.21], [-2.54, 4.04, -2.00], [-3.17, 2.81, -2.27], [-4.31, 2.72, -3.10], [-4.87, 1.50, -3.36], [-4.31, 0.34, -2.83], [-3.19, 0.38, -2.02], [-2.46, -1.08, -1.41], [-2.63, 1.64, -1.70], [-1.52, 1.70, -0.85], [0.56, 4.05, 0.30], [1.09, 2.42, -0.13], [0.05, 2.67, 1.26], [-0.93, 4.99, -1.00], [-2.93, 4.94, -2.45], [-4.72, 3.63, -3.53], [-5.75, 1.42, -3.99], [-4.74, -0.63, -3.05], [-2.61, -1.28, 2.10], [-1.97, -0.64, 1.41], [2.19, -4.60, 0.33], [1.13, -4.28, -0.74], [1.80, -4.00, -2.10], [0.10, -5.41, -0.86], [0.43, -3.06, -0.33], [-0.10, -2.09, -0.02], [2.71, -5.51, 0.03], [1.73, -4.76, 1.30], [2.92, -3.79, 0.41], [2.20, -4.93, -2.49], [2.61, -3.28, -1.99], [1.07, -3.61, -2.82], [0.62, -6.33, -1.11], [-0.63, -5.20, -1.64], [-0.43, -5.55, 0.08]],
  "mulliken_charge": [0.10, -1.10, -0.38, 0.87, -0.15, 0.68, -0.69, -0.75, -1.47, -0.59, 0.58, 1.17, 0.59, -0.83, -1.16, -0.93, 1.00, -0.59, -1.07, -0.20, 0.29, -0.27, 0.47, 0.41, 0.46, 0.46, 0.40, 0.55, 0.43, 0.41, 0.44, 0.43, 0.43, 0.52, -1.09, 0.79, -0.95, -1.13, 1.15, -0.89, -0.68, -0.61, 1.28, -0.33, -1.70, 1.53, 0.62, 0.05, 0.11, 0.52, 0.42, 0.41, 0.41, 0.48, -0.36, 0.28, -1.51, 2.01, -1.50, -1.76, -0.22, -0.22, 0.42, 0.40, 0.28, 0.47, 0.24, 0.37, 0.43, 0.38, 0.40],
  "orbital_gap_ha": [0.2479, 0.2097],
  "s_squared": 0.7559,
  "relative_energy_kcal_mol": 40.86,
  "total_charge": 1,
  "homo_ev": [-9.63, -9.55],
  "multiplicity": 2,
  "lumo_energy_ev": [-2.883, -3.841]
}

| no. | electronic energy (Eh) |
| --- | --- |
| 1 | -7874.30840 |
| 2 | -13135.48618 |
| 3 | -2155.02160 |